69
Properties=species:S:1:pos:R:3:forces:R:3:nbo_charge:R:1 method="wB97M-V/def2-TZVPD" total_charge=-1 max_force_ev_per_a=0.9 relative_energy_kcal_mol=0.0 multiplicity=2 homo_lumo_gap_ev=7.46 e_homo_ev=-5.09 s_squared=0.751
Yb -0.083336 0.386508 0.645305 -0.39 -0.32 0.79 1.509
S 1.132184 1.172980 2.901671 -0.03 -0.19 0.11 -0.577
S -0.173807 0.023971 4.067088 0.12 0.15 -0.07 -0.018
S -1.865082 -0.116616 2.914839 0.20 -0.09 -0.44 -0.003
S -1.536495 -1.622320 1.490133 0.14 0.14 0.11 -0.520
N -1.957799 1.635215 -2.351524 0.02 0.01 0.00 -0.591
C -1.248972 0.470022 -2.511543 0.02 0.07 0.03 0.464
N -1.202018 -0.211447 -3.647970 -0.10 0.15 0.24 -0.388
N -0.414089 -1.264475 -3.363120 0.05 -0.07 -0.18 -0.093
N -0.005949 -1.216062 -2.151652 0.12 -0.11 0.19 -0.145
N -0.514438 -0.103918 -1.552051 -0.07 -0.05 -0.40 -0.555
C -1.971471 2.405431 -1.209804 -0.06 -0.07 -0.08 0.470
N -2.664871 3.524271 -1.097847 0.24 -0.30 -0.06 -0.393
N -2.383407 3.952553 0.155860 -0.13 0.16 -0.08 -0.088
N -1.590536 3.155216 0.749336 0.17 -0.13 0.27 -0.089
N -1.286288 2.116117 -0.092336 -0.34 0.58 -0.29 -0.590
H -2.500368 1.956954 -3.133449 0.00 0.01 0.01 0.424
C 6.110122 1.392961 2.348102 0.11 -0.02 0.03 -0.400
C 5.066153 0.526683 3.037043 0.03 -0.06 0.14 -0.407
C 4.298726 -0.316987 2.016638 -0.09 -0.10 -0.01 -0.408
C 4.111377 0.431240 0.681668 0.24 -0.11 -0.17 -0.523
C 4.075265 1.939874 0.930020 -0.14 0.08 0.00 -0.411
C 5.434561 2.429664 1.441207 0.04 0.11 -0.03 -0.397
P 2.636879 -0.173001 -0.245481 -0.02 0.12 -0.08 0.900
C 2.898378 0.328243 -2.009048 0.02 -0.09 -0.15 -0.536
C 2.275270 1.703054 -2.308908 -0.10 0.03 0.04 -0.402
C 2.608234 2.126837 -3.734788 -0.14 0.04 -0.01 -0.406
C 4.118832 2.342913 -3.918655 0.07 0.03 -0.14 -0.402
C 4.924537 1.622179 -2.840865 0.12 -0.03 0.07 -0.392
C 4.340723 0.240537 -2.570473 0.04 -0.10 0.09 -0.408
C 2.728858 -2.010526 -0.306291 -0.08 -0.04 -0.25 -0.542
C 4.031587 -2.650979 -0.817562 0.03 0.14 -0.06 -0.403
C 4.083016 -4.147733 -0.474132 0.06 -0.01 0.01 -0.398
C 2.679585 -4.739827 -0.484357 -0.01 -0.09 -0.06 -0.408
C 1.840613 -4.132114 0.649276 -0.05 -0.06 0.10 -0.388
C 2.293602 -2.706711 0.982737 -0.13 0.09 0.30 -0.414
H 6.764954 0.746065 1.754314 0.00 0.00 -0.01 0.186
H 6.754808 1.888476 3.077184 -0.01 0.01 0.00 0.206
H 4.361203 1.154243 3.588220 -0.01 0.05 -0.02 0.213
H 5.533501 -0.129693 3.775207 -0.01 0.01 -0.01 0.206
H 3.326901 -0.575759 2.438055 0.00 0.02 0.02 0.240
H 4.830425 -1.253896 1.826514 0.03 0.03 0.00 0.194
H 4.990735 0.229881 0.051331 -0.12 0.00 0.06 0.210
H 3.299115 2.155670 1.668711 -0.01 -0.01 -0.02 0.228
H 3.803994 2.490023 0.028331 0.00 -0.01 0.02 0.207
H 5.287037 3.365038 1.986056 0.00 0.00 0.02 0.205
H 6.090301 2.665357 0.596807 -0.03 -0.02 0.00 0.195
H 2.276388 -0.400908 -2.543133 0.06 0.04 0.08 0.262
H 2.625192 2.470447 -1.613332 0.02 -0.01 0.01 0.192
H 1.193774 1.644041 -2.175717 0.03 0.01 -0.02 0.234
H 2.058329 3.033384 -3.990538 -0.01 0.02 -0.01 0.213
H 2.247460 1.353263 -4.416849 -0.01 -0.05 0.01 0.205
H 4.358454 3.408590 -3.913084 0.00 0.01 0.04 0.200
H 4.423798 1.966139 -4.900073 0.00 0.03 0.02 0.196
H 4.919694 2.198667 -1.911483 0.00 0.03 0.00 0.191
H 5.972933 1.544012 -3.139837 -0.01 -0.03 -0.01 0.205
H 4.998598 -0.318646 -1.903616 -0.02 0.01 -0.03 0.205
H 4.322749 -0.325783 -3.506327 -0.01 0.01 -0.04 0.205
H 1.935536 -2.209536 -1.044527 0.10 0.05 0.09 0.275
H 4.906675 -2.147508 -0.396584 0.02 0.01 0.03 0.195
H 4.091304 -2.523280 -1.900651 -0.01 0.00 -0.02 0.206
H 4.519419 -4.285445 0.518983 0.01 -0.01 0.04 0.190
H 4.743104 -4.665561 -1.173280 -0.02 -0.01 -0.02 0.205
H 2.711192 -5.827781 -0.394500 0.01 0.01 0.02 0.205
H 2.212836 -4.528759 -1.450001 -0.01 0.02 -0.03 0.202
H 1.917764 -4.751121 1.546886 0.00 0.00 0.00 0.198
H 0.786263 -4.118475 0.368303 -0.03 0.01 -0.01 0.218
H 3.129021 -2.727883 1.687924 -0.06 -0.04 -0.04 0.199
H 1.481767 -2.175377 1.499744 0.11 -0.07 -0.11 0.234